1.
Molecular formula: C18H62O13
Method: DFT, wB97M-V/def2-TZVPD

```
93
Properties=species:S:1:pos:R:3:forces:R:3:mulliken_charge:R:1
C 2.6714 -2.0059 3.0966 0.46 -1.07 -0.09 -0.104
O 3.0374 -2.0341 4.4787 -0.31 0.91 -0.20 -0.544
H 3.2985 -1.3492 2.4936 0.33 0.15 0.40 0.016
H 2.8229 -3.0188 2.7235 -0.12 -0.01 -0.49 0.417
H 1.6483 -1.7134 2.8604 -0.22 0.04 0.62 -0.085
H 3.1171 -2.9336 4.8043 -0.08 0.04 -0.28 0.315
C 5.0674 1.3411 1.1506 1.08 0.13 -0.97 -1.009
O 3.9177 0.7387 0.6082 -1.07 0.82 1.02 -0.432
H 5.5208 0.7974 1.9794 -0.20 -0.11 0.13 0.313
H 5.7682 1.3706 0.3163 0.65 0.06 0.20 0.358
H 4.9613 2.3919 1.4204 -0.68 -0.17 0.10 0.328
H 4.1720 -0.0551 0.1319 -0.19 -0.50 -0.26 0.312
C 2.9333 2.8850 3.5073 -0.07 -1.13 -0.44 -0.337
O 2.4109 3.7771 4.4471 0.18 0.63 0.21 -0.549
H 2.5446 1.8848 3.6989 -0.29 -0.24 -0.24 0.060
H 2.6444 3.2025 2.5054 -0.15 0.07 0.10 0.195
H 4.0102 2.7176 3.4870 0.30 0.66 0.36 0.298
H 2.7527 3.5481 5.3144 -0.01 0.01 0.06 0.303
C 3.6544 -1.9707 -1.9014 -0.22 0.07 -0.27 -0.655
O 4.3678 -1.4629 -0.7564 -0.22 -0.43 -0.49 -0.589
H 4.2437 -2.6265 -2.5422 0.28 -0.17 0.39 0.414
H 2.7840 -2.5183 -1.5401 0.20 -0.04 0.18 0.205
H 3.2743 -1.2048 -2.5775 0.08 0.46 0.26 0.221
H 5.2552 -1.1910 -1.0017 0.18 -0.22 -0.38 0.291
O -0.9758 -1.4407 3.6413 -0.67 0.90 0.37 -0.737
H -1.9146 -1.5447 3.4858 -0.22 -0.19 0.05 0.273
H -0.5933 -2.2739 3.3663 0.46 -0.87 -0.38 0.290
O -0.1450 1.0590 3.7348 -1.33 1.61 0.48 -0.759
H 0.4512 1.1810 2.9959 0.70 0.18 -0.77 0.441
H -0.4481 0.1548 3.6518 0.02 -1.07 0.16 0.387
C 4.1787 2.8454 -1.9379 0.06 0.16 0.14 -0.924
C 2.9897 2.4075 -2.7983 0.38 0.89 0.45 0.228
O 3.2985 2.3716 -4.1675 0.77 -0.15 -0.48 -0.573
H 3.8243 3.0352 -0.9248 -0.17 -0.33 0.10 0.154
H 4.5856 3.8155 -2.2234 -0.07 -0.06 -0.53 0.438
H 5.0169 2.1529 -1.8609 -0.14 -0.21 -0.24 0.200
H 2.2738 3.2157 -2.6485 -0.62 -0.24 0.22 0.255
H 2.6012 1.4427 -2.4723 -0.14 -0.04 0.23 -0.058
H 2.5167 2.1532 -4.6800 -0.08 -0.04 0.09 0.313
C -0.0946 0.5520 -0.5692 -0.06 -1.10 -0.54 -0.313
C 0.6284 -0.1629 0.5807 -1.67 0.81 -1.04 0.668
O 1.2447 0.8615 1.2759 0.50 0.35 1.37 -0.084
H 0.6352 1.1158 -1.1502 -0.08 0.06 0.00 0.102
H -0.8890 1.2220 -0.2402 0.16 0.10 0.29 0.069
H -0.5594 -0.1806 -1.2290 -0.09 -0.05 -0.22 -0.198
H 1.3099 -0.9247 0.2023 0.16 -0.04 0.09 0.230
H -0.1104 -0.6200 1.2389 0.04 -0.40 0.07 -0.412
H 2.1713 0.8452 1.0254 1.03 0.36 0.13 0.239
C -1.5668 -3.2729 0.5448 0.73 -0.50 0.63 -0.061
C -1.0442 -4.3417 1.5503 -1.31 0.04 -0.98 -0.604
O -0.1999 -3.7216 2.5040 0.78 0.02 -0.29 -0.427
H -0.7180 -2.8828 -0.0169 0.23 0.28 0.31 -0.063
H -2.0412 -2.4699 1.1088 -0.08 0.09 -0.25 -0.288
H -2.2112 -3.6387 -0.2547 -0.40 -0.36 0.52 0.499
H -0.5827 -5.1371 0.9651 0.56 0.06 0.20 0.381
H -1.8227 -4.8304 2.1361 -0.52 0.08 -0.36 0.321
H 0.3927 -4.3869 2.8615 0.10 0.02 0.14 0.236
C -3.2282 0.8765 1.9185 1.30 -0.09 -1.19 0.099
C -3.5205 1.4086 3.2991 -1.40 1.11 1.19 -0.541
O -2.6363 2.5086 3.5331 -2.69 -0.57 -0.16 -0.057
H -3.9507 0.1223 1.6067 -0.38 0.37 0.24 0.270
H -2.2512 0.4037 1.8183 0.14 -0.03 0.38 -0.306
H -3.1769 1.7427 1.2588 -0.50 -0.24 -0.31 0.341
H -3.4978 0.6637 4.0945 1.20 -0.39 0.22 0.333
H -4.5445 1.7607 3.4235 0.15 0.61 -0.54 0.428
H -1.7583 2.1301 3.6186 3.20 -1.12 0.32 0.455
C -1.5980 -1.8738 -5.0768 -1.06 0.53 -0.46 -1.192
C -0.6528 -1.6013 -3.9130 -0.85 -0.26 -1.47 0.473
O 0.6143 -1.4112 -4.4821 1.23 0.32 0.59 -0.525
H -2.6507 -1.9400 -4.8020 -0.05 -0.31 0.34 0.265
H -1.3615 -2.7265 -5.7132 0.26 -0.39 0.49 0.385
H -1.6012 -1.0528 -5.7937 0.34 0.35 0.19 0.357
H -0.7033 -2.4232 -3.1988 0.22 -0.04 0.29 0.087
H -0.9220 -0.6608 -3.4324 0.03 -0.09 0.11 -0.106
H 0.9292 -2.2279 -4.8762 -0.11 -0.10 -0.06 0.303
C -3.0611 4.0477 -1.9212 0.44 0.84 0.34 -1.243
C -3.6456 2.6871 -2.1628 0.33 0.12 0.11 0.390
O -4.2703 2.6385 -3.4120 -0.37 -0.27 -0.35 -0.534
H -2.3764 4.3299 -2.7210 0.50 -0.45 0.19 0.363
H -2.5939 4.0661 -0.9366 0.44 0.11 -0.08 0.272
H -3.7128 4.9213 -1.9333 -0.85 -0.37 0.16 0.430
H -4.3300 2.3702 -1.3760 -0.23 0.09 0.30 0.119
H -2.8312 1.9627 -2.1551 0.03 -0.13 -0.20 -0.121
H -4.9136 3.3500 -3.3732 -0.26 0.03 -0.44 0.335
C -4.0972 -0.9840 -0.8169 0.64 0.23 -0.16 -0.410
C -4.5801 -1.9817 -1.8502 -0.05 -0.28 0.79 -0.516
O -5.2243 -3.0371 -1.1755 -0.85 -0.65 0.15 -0.565
H -3.8278 -1.4950 0.1075 0.09 -0.32 -0.18 0.095
H -4.8009 -0.2060 -0.5209 -0.14 0.08 -0.45 0.537
H -3.1836 -0.5743 -1.2477 0.06 0.66 0.33 0.033
H -3.7195 -2.4728 -2.3046 0.08 0.39 -0.40 0.030
H -5.2255 -1.5167 -2.5954 0.18 -0.04 -0.17 0.436
H -6.1758 -2.9776 -1.2888 -0.03 -0.04 0.00 0.318
```
Forces are in eV/Å.

Results
HOMO energy (spin up / spin down)   -11.8384 / -11.8384 eV
E_tot   -46275.590 eV
Energy relative to the best compared isomer or geometry (same formula, charge and spin)   245.99 kJ/mol
Frontier orbital gap (spin up / spin down)   9.4 / 2.8 eV
Maximum force   3.40 eV/A
Expectation value of S²   0.75
Net charge   +1
Spin multiplicity   2

=====

2.
Molecular formula: C18H64N6O14
Method: DFT, wB97M-V/def2-TZVPD

```
102
Properties=species:S:1:pos:R:3:forces:R:3:mulliken_charge:R:1
C -6.8486 1.7510 5.2887 0.58 0.54 1.40 -0.459
O -7.7176 2.1786 4.3196 -1.63 -0.10 -1.90 -0.498
H -5.9911 1.2421 4.8485 -0.06 0.09 0.07 0.191
H -6.5793 2.6822 5.7871 0.98 -0.31 0.64 0.223
H -7.3518 1.1190 6.0204 0.24 -0.35 0.06 0.232
H -8.5692 2.2962 4.7469 -0.10 0.13 -0.29 0.311
C -2.9084 8.6840 4.3192 -1.30 0.04 -0.34 -0.438
O -4.2026 8.8462 4.9442 0.46 0.30 -0.18 -0.512
H -3.0421 8.3187 3.3010 -0.06 -0.54 -0.02 0.223
H -2.5204 9.6854 4.1327 0.35 -0.07 0.73 0.202
H -2.2727 8.0009 4.8826 0.25 0.39 -0.03 0.231
H -4.4611 8.0807 5.4626 0.30 -0.13 -0.17 0.294
C 0.0388 8.4176 -4.7778 -0.22 -1.96 0.99 -0.475
O 0.4024 7.7946 -3.4609 -0.78 1.31 -1.36 -0.513
H 0.6294 7.9142 -5.5432 0.24 0.60 -0.13 0.242
H -0.9820 8.1028 -4.9943 -0.09 -0.15 0.28 0.216
H -0.0085 9.5046 -4.8435 0.82 -0.02 0.47 0.226
H 1.3052 7.4698 -3.4923 0.03 0.22 -0.26 0.304
C -2.1597 -4.8187 8.9144 0.14 -0.10 -0.30 -0.541
O -0.9040 -4.1952 8.5218 -1.36 -0.55 0.45 -0.489
H -2.5082 -4.6148 9.9269 0.38 0.53 0.16 0.260
H -2.9548 -4.5010 8.2400 0.32 0.28 -0.11 0.222
H -2.1538 -5.9071 8.8571 0.45 -0.15 -0.25 0.256
H -0.2285 -4.5209 9.1212 0.07 -0.01 0.04 0.290
C 4.6433 -0.5735 -7.5742 1.09 -1.12 -0.22 -0.493
O 4.5274 0.0199 -6.3174 -0.66 1.13 0.27 -0.474
H 4.8556 -1.6103 -7.3132 -0.36 -0.26 -0.69 0.190
H 3.7861 -0.4374 -8.2336 -0.22 -0.25 0.19 0.242
H 5.5261 -0.2147 -8.1035 0.13 0.19 -0.17 0.246
H 4.1403 0.8752 -6.5182 0.03 0.32 0.62 0.289
C 0.2189 1.3696 8.9882 0.27 0.05 -1.48 -0.486
O 0.8119 2.1706 9.9410 0.39 1.21 1.25 -0.491
H 1.0590 0.7554 8.6638 -0.68 -1.03 0.15 0.213
H -0.7149 0.9116 9.3144 0.31 -0.62 0.16 0.238
H -0.0245 1.9021 8.0688 -0.19 0.44 -0.13 0.230
H 0.3970 3.0352 9.9837 -0.10 -0.05 0.04 0.295
C 8.6931 4.7117 2.2810 0.30 1.19 0.06 -0.497
O 9.1306 5.8149 3.1501 -0.17 -1.09 -1.07 -0.508
H 9.2204 3.7676 2.4173 -0.15 -0.01 0.64 0.252
H 7.6070 4.6218 2.3021 0.03 -0.32 0.29 0.248
H 8.9391 4.9751 1.2523 0.09 0.45 0.12 0.213
H 9.0468 5.5608 4.0721 -0.10 -0.23 -0.05 0.293
C 5.2595 -4.5076 5.2732 1.07 0.35 0.31 -0.540
O 4.2488 -5.0042 4.4338 -0.12 -0.03 0.24 -0.477
H 4.9333 -4.2516 6.2813 -0.36 0.01 0.07 0.241
H 6.0794 -5.2127 5.4104 -0.29 -0.39 -0.30 0.230
H 5.7248 -3.6227 4.8389 0.02 0.24 -0.03 0.247
H 3.5976 -4.2989 4.4278 -0.32 -0.17 -0.29 0.299
C 8.3412 -0.3543 -1.9347 -1.17 -0.87 0.57 -0.488
O 8.0220 0.9683 -2.2346 0.41 1.14 -0.51 -0.497
H 9.1292 -0.3955 -1.1828 0.05 0.09 -0.26 0.218
H 7.4255 -0.7630 -1.5073 0.15 -0.64 0.47 0.227
H 8.5470 -0.9928 -2.7938 0.50 0.21 -0.22 0.237
H 7.1784 0.9727 -2.6927 0.05 0.07 -0.06 0.303
C -1.9179 2.6626 -8.4921 3.02 2.53 -3.14 0.688
O -1.2609 3.2758 -9.3421 -0.41 -0.15 0.50 -0.675
N -1.4435 2.2430 -7.3621 3.07 -1.17 3.73 -0.374
N -3.1501 2.3370 -8.5628 -6.47 -1.66 -0.81 -0.336
H -2.0204 1.7025 -6.7334 0.66 0.24 0.08 0.150
H -0.4473 2.3359 -7.2236 -0.32 -0.21 0.21 0.211
H -3.8669 2.6659 -9.1939 0.78 0.10 -0.19 0.200
H -3.4751 1.6657 -7.8817 -0.34 0.32 -0.35 0.137
C -5.6406 -0.0057 -2.0440 2.10 -0.32 -1.22 0.640
O -5.1408 -0.3094 -3.0987 0.25 -0.30 -1.87 -0.653
N -5.2528 1.0214 -1.3405 1.88 4.78 1.57 -0.395
N -6.4308 -0.7432 -1.3461 -3.47 -3.18 1.76 -0.380
H -4.5766 1.6526 -1.7460 -0.26 -0.17 -0.07 0.211
H -5.7267 1.3877 -0.5273 0.00 -0.26 -0.27 0.167
H -6.5750 -1.6874 -1.6746 -0.28 0.23 0.36 0.232
H -6.6134 -0.4541 -0.3958 -0.21 -0.75 -0.27 0.179
C -2.0515 -6.9161 1.5432 2.11 -5.51 1.53 0.683
O -1.8665 -8.0979 1.2985 -0.37 -1.09 -0.06 -0.671
N -1.7648 -6.3761 2.6978 0.72 2.32 3.92 -0.363
N -2.4396 -6.0724 0.6913 -1.95 3.65 -3.53 -0.364
H -1.4071 -6.8280 3.5272 -0.10 -0.28 -0.68 0.191
H -1.9299 -5.3824 2.7704 0.11 -0.31 0.61 0.119
H -2.2354 -5.1349 1.0068 -0.72 0.28 -1.66 0.173
H -2.7450 -6.4678 -0.1865 0.22 0.96 -0.12 0.233
C -0.5366 -6.2319 -6.0168 -1.07 0.09 0.78 -1.267
C -1.5870 -5.7835 -7.0127 -0.05 -0.06 -0.95 0.533
C -1.9986 -6.9235 -7.9334 0.41 -0.92 -1.55 -1.336
O -2.7903 -5.3302 -6.4878 -1.43 0.50 1.56 -0.574
H -0.5114 -5.5642 -5.1557 0.35 0.52 -0.26 0.320
H 0.4215 -6.2720 -6.5350 0.03 -0.44 0.39 0.334
H -0.9053 -7.1431 -5.5457 0.60 -0.52 -0.33 0.329
H -1.1561 -4.9100 -7.5020 0.23 -0.29 -0.88 0.294
H -2.9144 -6.8551 -8.5205 -0.15 1.20 0.15 0.361
H -2.2079 -7.8951 -7.4859 0.56 0.11 0.88 0.328
H -1.2519 -7.1144 -8.7042 0.38 -0.09 0.10 0.349
H -2.8507 -4.3726 -6.5200 0.13 -0.09 0.13 0.329
C 1.2681 0.2371 0.3670 -0.17 0.99 1.03 -1.216
C 1.1970 0.9284 1.7677 -1.73 -1.06 -0.34 0.535
C 0.2164 2.1544 1.8648 -0.04 -0.78 -0.93 -1.255
O 0.8328 -0.2164 2.6047 0.02 1.10 -0.04 -0.528
H 1.4055 1.0073 -0.3920 0.52 -0.32 -0.21 0.369
H 0.3474 -0.2929 0.1233 -0.23 0.23 0.32 0.309
H 2.0286 -0.5406 0.4370 0.28 0.36 -0.40 0.299
H 2.1640 1.2991 2.1074 0.22 -0.07 -0.26 0.190
H -0.8268 2.0527 1.5656 -0.21 -1.22 0.20 0.348
H 0.4822 2.8214 1.0447 0.77 0.64 0.53 0.332
H 0.1554 2.6140 2.8512 0.59 0.21 -0.11 0.332
H 0.6355 0.1320 3.4773 -0.02 -0.10 0.23 0.283
```
Forces are in eV/Å.

Results
HOMO energy   -9.4798 eV
E_tot   -57302.983 eV
Energy relative to the best compared isomer or geometry (same formula, charge and spin)   199.31 kJ/mol
Frontier orbital gap   9.4 eV
Maximum force   6.73 eV/A
Net charge   0
Spin multiplicity   1

=====

3.
Molecular formula: C18H65N3O16
Method: DFT, wB97M-V/def2-TZVPD

```
102
Properties=species:S:1:pos:R:3:forces:R:3:mulliken_charge:R:1
C -3.7091 3.2102 1.7550 1.14 -1.02 0.98 -1.541
C -2.2324 3.0071 2.1821 0.49 -0.37 -1.56 0.508
C -1.9301 2.3022 3.5150 -1.11 0.39 -0.35 -0.637
O -0.5820 1.9379 3.6999 -0.17 0.57 0.18 -0.299
C 0.3374 3.0188 3.7998 0.10 -0.74 0.44 -0.488
N -1.5677 2.1600 1.1203 -0.46 0.21 1.10 0.142
H -4.1102 4.1117 2.2087 -0.32 -0.10 -0.07 0.411
H -4.2227 2.3013 2.0827 -0.53 0.23 -0.09 0.284
H -3.7146 3.2456 0.6678 -0.19 0.25 0.00 0.383
H -1.8101 4.0141 2.1103 0.51 -0.17 0.33 0.323
H -2.4286 1.3334 3.5082 -0.33 0.06 -0.05 0.011
H -2.3969 2.9236 4.2901 0.56 -0.10 0.55 0.457
H -0.0827 3.8232 4.4058 -0.03 0.30 -0.35 0.387
H 0.6850 3.3078 2.8054 -0.18 0.46 0.02 -0.022
H 1.1928 2.6312 4.3558 0.03 -0.03 -0.10 0.303
H -2.1837 1.3519 1.0120 -0.04 0.07 -0.36 0.038
H -0.8080 1.7206 1.6446 0.40 0.00 -0.48 -0.110
C -4.7621 -3.0426 0.1299 -1.90 0.59 -0.50 -1.854
C -4.5185 -1.5743 -0.2669 -1.05 -0.51 0.95 1.238
C -5.5162 -1.0176 -1.3207 1.17 -1.16 0.15 -0.760
O -5.3907 0.3856 -1.4487 -0.86 0.38 0.07 -0.313
C -6.5580 1.0438 -0.9380 0.15 0.20 0.24 -0.779
N -4.7095 -0.8561 1.0186 -0.34 1.24 -0.65 -0.502
H -4.3380 -3.2559 1.1080 0.81 -0.42 -0.45 0.343
H -4.7206 -3.7787 -0.6719 0.96 -0.12 0.19 0.403
H -5.8369 -3.1037 0.3655 -0.09 0.19 0.01 0.560
H -3.4937 -1.4138 -0.6064 0.02 0.13 0.02 -0.111
H -6.5332 -1.3241 -1.0651 -0.06 0.11 0.11 0.364
H -5.2497 -1.5218 -2.2546 -0.18 0.35 -0.30 0.315
H -7.4799 0.6750 -1.3886 0.03 -0.31 0.04 0.327
H -6.5757 2.1225 -1.0956 0.69 -0.07 -0.44 0.286
H -6.5836 0.9363 0.1487 -0.40 -0.20 0.07 0.353
H -5.5844 -1.1098 1.4747 0.14 -0.71 -0.09 0.315
H -4.9578 0.0868 0.7186 0.75 0.29 0.34 -0.127
C -0.1400 -0.5295 -0.9000 -0.40 0.30 0.34 -0.877
C 1.2987 -0.1748 -0.5541 -0.04 -0.53 0.17 0.617
C 1.9706 0.5363 -1.7272 0.68 -1.65 0.33 -0.577
O 3.3549 0.6299 -1.3544 -1.09 1.69 -0.81 0.435
C 4.0571 1.5935 -2.1256 1.66 -0.17 0.80 -0.963
N 1.3491 0.5340 0.7263 0.34 2.01 -0.58 0.041
H -0.7451 0.3820 -0.9581 0.20 0.16 -0.33 0.236
H -0.6421 -1.0849 -0.1057 0.36 -0.27 0.04 -0.276
H -0.2255 -1.0631 -1.8457 0.05 -0.03 0.02 0.465
H 1.9063 -1.0567 -0.3214 -0.25 -0.34 -0.56 0.099
H 1.5144 1.4806 -2.0321 0.10 0.19 0.33 0.470
H 1.9741 -0.1618 -2.5693 -0.60 0.23 -0.25 -0.119
H 3.6220 2.5616 -2.3806 -0.93 -0.35 0.22 0.267
H 4.4928 1.1528 -3.0262 -0.13 -0.02 -0.10 0.217
H 4.8761 1.8642 -1.4502 0.30 0.17 -0.40 0.389
H 2.3260 0.7604 0.9327 0.11 -0.66 0.16 -0.128
H 1.0818 1.4947 0.4766 -0.65 -0.11 0.37 -0.185
C 2.2207 -0.3415 -5.4542 0.32 -2.50 0.49 -0.474
C 3.5344 -0.9785 -4.9337 1.06 1.62 1.74 0.441
O 3.6893 -2.3822 -4.9042 -0.86 -0.53 -1.75 -0.561
O 1.1284 -0.9761 -4.8032 -0.71 0.52 0.36 -0.447
H 2.0934 -0.4905 -6.5290 0.30 0.18 -0.13 0.299
H 2.1969 0.7198 -5.2185 0.11 -0.01 0.09 0.298
H 3.6951 -0.7634 -3.8680 -0.71 0.96 -0.09 -0.554
H 4.3733 -0.4254 -5.3801 0.07 -0.53 -0.58 0.367
H 4.1311 -2.6424 -4.0987 0.04 0.11 0.13 0.328
H 1.2662 -1.9250 -4.7198 0.40 0.03 -0.27 0.308
C -0.5196 -5.3175 0.5692 0.04 1.41 -0.15 -0.517
C -1.1897 -4.1768 -0.2222 0.45 0.47 0.83 0.802
O -1.0357 -4.2048 -1.6298 0.12 -0.18 -0.17 -0.557
O -0.7468 -6.5712 -0.0157 -0.46 -0.52 0.38 -0.543
H -0.9528 -5.1937 1.5653 -0.32 -0.85 -0.03 0.344
H 0.5379 -5.1282 0.7813 0.16 -0.04 -0.62 0.312
H -0.7319 -3.2474 0.1223 0.09 -0.01 -0.10 -0.075
H -2.2351 -4.0822 0.0823 -0.17 -0.35 -0.32 -0.373
H -1.4524 -4.9991 -1.9806 -0.11 0.04 0.10 0.312
H -0.4016 -6.5727 -0.9124 0.24 0.12 0.07 0.319
C 6.1440 0.6004 3.3018 -0.52 0.63 0.22 -0.566
C 4.8331 -0.1317 3.0650 1.14 -0.55 0.08 0.384
O 5.1166 -1.3670 2.4407 -0.16 -0.79 0.16 -0.601
O 6.6617 1.1794 2.1218 0.28 0.16 -0.47 -0.533
H 6.8946 -0.0656 3.7380 -0.26 -0.15 0.13 0.312
H 5.9560 1.4189 4.0066 0.15 0.04 -0.13 0.293
H 4.1247 0.4571 2.4799 0.04 0.24 0.13 -0.418
H 4.4388 -0.3605 4.0585 -0.35 -0.08 -0.17 0.356
H 5.3714 -1.2691 1.5104 -0.32 0.47 0.09 0.440
H 7.1285 0.4978 1.6285 -0.05 -0.03 0.03 0.307
O 5.3576 -0.6997 -0.2507 0.72 -0.48 0.00 -0.663
H 4.6745 -1.0973 -0.7954 -0.17 0.15 0.04 0.252
H 5.2328 0.2435 -0.3654 -0.15 0.11 0.17 0.272
O 3.6872 3.1133 1.8686 -0.01 -0.08 -0.04 -0.543
H 2.9768 3.3409 2.4748 0.02 0.05 0.00 0.264
H 3.5190 3.6557 1.0845 -0.15 -0.04 -0.01 0.275
O -2.4434 -1.6891 -3.9358 -0.04 -0.03 0.04 -0.616
H -3.0265 -2.2782 -3.4470 0.10 -0.03 0.01 0.319
H -1.5557 -1.9417 -3.6564 -0.04 0.03 -0.01 0.292
O -0.6368 3.7564 -0.9312 -0.08 0.02 0.36 -0.699
H -1.3228 3.8435 -1.5992 0.12 0.01 -0.06 0.256
H -1.0709 3.2693 -0.1765 0.26 -0.22 -0.39 0.351
O -2.3446 -1.1297 2.3664 -0.22 0.02 -0.05 -0.504
H -2.6021 -0.9787 3.2822 -0.05 -0.05 -0.05 0.233
H -3.1975 -1.0979 1.8557 0.23 0.16 0.41 0.200
O 0.5161 -1.4649 2.6353 -0.01 0.04 0.07 -0.657
H 0.6710 -0.6611 2.1028 0.08 -0.14 0.07 0.307
H -0.4193 -1.4136 2.8661 0.10 -0.06 -0.25 0.358
O 2.2748 4.3677 -0.4107 0.14 -0.08 0.01 -0.579
H 2.3780 4.9765 -1.1480 -0.04 0.02 0.06 0.273
H 1.3621 4.0530 -0.4778 -0.23 0.09 -0.17 0.289
```
Forces are in eV/Å.

Results
HOMO energy   -8.8213 eV
E_tot   -56947.075 eV
Frontier orbital gap   9.1 eV
Maximum force   2.61 eV/A
Net charge   0
Spin multiplicity   1